# 1
Density functional theory data (ωB97M-V with the def2-TZVPD basis set) for a cluster of 12 separate species, C4H22BO19 in total in a non-equilibrium geometry.

Each line ends with the natural charge from an NBO analysis.
Element x y z (Å)
1 O -3.4208 0.6432 0.4888  -0.6039
2 C -2.2629 0.2892 0.1369  0.6867
3 O -1.1931 0.9539 -0.0116  -0.6309
4 B -0.0671 0.1783 -0.5894  1.1545
5 O -0.6436 -1.1722 -0.6591  -0.6497
6 C -1.8685 -1.1544 -0.2212  0.6715
7 O -2.5687 -2.1143 -0.1229  -0.5735
8 O 1.0570 0.1747 0.3529  -0.6438
9 C 2.0883 0.7484 -0.1939  0.6792
10 O 3.1800 0.8149 0.2823  -0.5661
11 C 1.6780 1.1151 -1.6768  0.6856
12 O 0.4022 0.7301 -1.8547  -0.6570
13 O 2.4082 1.6969 -2.4243  -0.5532
14 O 1.1275 -1.0660 6.5332  -0.9331
15 H 0.7456 -1.6270 7.2082  0.4618
16 H 1.7381 -1.6355 6.0651  0.4714
17 O 9.6497 3.8657 1.5198  -0.9390
18 H 9.0134 3.2625 1.1358  0.4727
19 H 9.2063 4.2251 2.2882  0.4664
20 O -5.5338 6.2693 0.4546  -0.9346
21 H -5.6678 5.3220 0.4229  0.4731
22 H -6.3279 6.6372 0.0671  0.4615
23 O 1.2880 -5.1572 3.7862  -0.9383
24 H 0.8453 -5.8446 4.2839  0.4624
25 H 0.6064 -4.7927 3.2216  0.4760
26 O -0.5207 0.8994 -8.2604  -0.9369
27 H 0.2612 1.3591 -8.5661  0.4643
28 H -0.2056 0.3309 -7.5578  0.4726
29 O -8.0873 -5.4805 3.2320  -0.9363
30 H -7.6314 -6.3216 3.2031  0.4651
31 H -7.4443 -4.8479 2.9117  0.4712
32 O 8.8959 1.3349 -6.0235  -0.9352
33 H 8.1289 0.9221 -6.4203  0.4677
34 H 8.6462 2.2528 -5.9169  0.4675
35 O 1.2535 6.6677 -4.3404  -0.9311
36 H 1.9729 6.1293 -4.6702  0.4685
37 H 0.7579 6.9112 -5.1223  0.4627
38 O -8.6626 0.6375 5.7244  -0.9360
39 H -7.8227 0.8223 5.3041  0.4718
40 H -9.0342 1.5003 5.9078  0.4643
41 O -7.8333 -5.5474 -2.1828  -0.9389
42 H -7.1789 -5.2696 -1.5419  0.4714
43 H -8.2398 -4.7331 -2.4791  0.4675
44 O 9.3003 -3.2475 1.7797  -0.9350
45 H 9.6142 -3.3381 2.6794  0.4642
46 H 8.3504 -3.3445 1.8460  0.4708

Cartesian forces (eV/Å) of the 2 atoms listed first:
3.908 -0.714 -1.033
-4.405 -0.719 0.974

The calculation puts the highest occupied orbital energy at -0.2601 hartree. The calculation puts the relative energy (zero: lowest compared OMol25 entry of this formula, charge and spin) at 268.8 kJ/mol. The calculation puts the LUMO energy at 2.13 eV. The strongest force on any atom is 4.57 eV/Å. The gap between HOMO and LUMO comes out at 9.2026 eV. Its net charge is -1.

# 2
Density functional theory data (ωB97M-V with the def2-TZVPD basis set) for a structure of composition C4H22BO19 in a non-equilibrium geometry.

Each line ends with the natural charge from an NBO analysis.
Element x y z (Å)
1 O 0.5668 3.6207 -33.3209  -0.6014
2 C 0.8450 4.4506 -34.1393  0.6902
3 O 1.2566 5.6100 -33.8256  -0.6372
4 B 1.9050 6.0873 -35.0578  1.1464
5 O 1.5634 5.0749 -36.1081  -0.6057
6 C 0.9511 4.1314 -35.5497  0.6573
7 O 0.9044 3.0550 -36.0687  -0.5501
8 O 3.3634 6.3226 -34.9985  -0.6331
9 C 3.5644 7.5836 -35.0965  0.6900
10 O 4.7053 8.0683 -35.0211  -0.6124
11 C 2.3234 8.2058 -35.4253  0.6617
12 O 1.3548 7.3689 -35.5008  -0.6180
13 O 2.2096 9.3910 -35.4173  -0.5564
14 O 7.5517 7.5275 -33.7412  -0.9431
15 H 6.9991 7.7967 -34.4405  0.4762
16 H 7.8293 8.4056 -33.4122  0.4672
17 O -2.0809 1.4569 -33.1776  -0.9538
18 H -1.1565 1.6888 -32.9545  0.4897
19 H -2.5422 2.2449 -32.9414  0.4418
20 O 0.4896 1.0067 -32.3954  -0.9592
21 H 0.1716 1.3741 -31.5659  0.4768
22 H 1.0381 1.6914 -32.7579  0.4811
23 O 4.9934 10.2361 -33.2459  -0.9451
24 H 4.9159 9.9574 -34.1389  0.4811
25 H 4.6046 9.4834 -32.8331  0.4615
26 O -0.6458 2.6844 -30.6449  -0.9439
27 H -0.9110 3.3475 -31.3019  0.4900
28 H 0.2390 2.8916 -30.3691  0.4773
29 O -0.1877 10.2835 -34.4470  -0.9725
30 H 0.6371 10.2176 -34.9252  0.4916
31 H -0.1277 11.0726 -33.8636  0.4655
32 O 3.4153 1.7115 -35.2198  -0.9719
33 H 2.5906 2.2075 -35.4401  0.4798
34 H 4.0229 2.3688 -34.8557  0.4813
35 O 5.2153 4.1793 -34.9193  -0.9603
36 H 6.1043 4.4833 -35.0596  0.4692
37 H 4.7469 4.9898 -34.8017  0.4857
38 O -1.5186 7.1388 -34.3366  -0.9418
39 H -1.0037 7.7164 -34.9428  0.4836
40 H -0.7978 6.8493 -33.7795  0.4589
41 O 1.6987 6.2101 -30.9789  -0.9626
42 H 2.0467 5.6724 -31.6950  0.4929
43 H 0.8332 6.3783 -31.2327  0.4539
44 O 3.6083 4.9863 -32.4175  -0.9329
45 H 3.7439 4.2033 -31.9293  0.4752
46 H 4.4191 5.3893 -32.3510  0.4751

Cartesian forces (eV/Å) of the 2 atoms listed first:
-0.722 -0.455 0.794
-1.595 -3.042 2.856

The calculation puts the highest occupied orbital energy at -0.2994 hartree. The calculation puts the relative energy (zero: lowest compared OMol25 entry of this formula, charge and spin) at 215.1 kJ/mol. The calculation puts the LUMO energy at 1.68 eV. The strongest force on any atom is 6.08 eV/Å. The gap between HOMO and LUMO comes out at 9.8284 eV. Its net charge is -1.

# 3
Density functional theory data (ωB97M-V with the def2-TZVPD basis set) for a cluster of 6 separate species, C4H22N2O5 in total in a non-equilibrium geometry.

Each line ends with the natural charge from an NBO analysis.
Element x y z (Å)
1 N 1.1747 -1.8298 0.1490  -0.8603
2 C 0.3692 -0.6372 0.1171  -0.2145
3 C 0.6452 0.4106 1.2430  -0.4041
4 C -0.1264 0.2750 2.5239  -0.4243
5 C -1.7021 0.6968 2.4492  -0.2107
6 N -1.7538 2.1870 2.4560  -0.8573
7 H 1.3747 -2.2343 -0.8313  0.3871
8 H 2.0815 -1.5273 0.3256  0.3557
9 H -0.6919 -0.8284 0.4350  0.1825
10 H 0.5437 -0.0311 -0.8403  0.1484
11 H 0.4692 1.5382 0.7566  0.2061
12 H 1.7551 0.4920 1.2353  0.2060
13 H 0.3847 0.9180 3.2567  0.2112
14 H -0.0253 -0.7578 2.7364  0.2063
15 H -2.0821 0.3151 1.4261  0.1850
16 H -2.2934 0.1950 3.1451  0.1827
17 H -1.5403 2.5773 3.3274  0.3564
18 H -2.6822 2.4917 2.3397  0.3523
19 O -1.1168 2.4894 -0.3806  -0.9402
20 H -1.9749 2.3999 0.0219  0.4681
21 H -0.6190 2.9007 0.3658  0.4777
22 O 2.6577 -1.0311 -2.7755  -0.9573
23 H 1.9410 -0.8075 -3.4251  0.4863
24 H 3.2359 -1.4942 -3.3978  0.4702
25 O -0.0565 -0.5512 -4.6497  -0.9224
26 H 0.0724 -0.8512 -3.7065  0.4583
27 H -0.9007 -0.2041 -4.6262  0.4667
28 O 0.8973 1.0800 -2.9926  -0.9244
29 H 0.9675 0.8357 -2.0783  0.4533
30 H 1.2178 1.9323 -2.8984  0.4686
31 O -0.9741 -3.9307 1.1727  -0.9673
32 H -0.4595 -3.0126 0.9453  0.4918
33 H -0.7886 -4.0062 2.1746  0.4618

Cartesian forces (eV/Å) of the 2 atoms listed first:
-0.612 -1.594 -1.972
-1.339 2.341 0.164

The calculation puts the highest occupied orbital energy at -0.3579 hartree. The calculation puts the relative energy (zero: lowest compared OMol25 entry of this formula, charge and spin) at 232.9 kJ/mol. The calculation puts the LUMO energy at 0.56 eV. The strongest force on any atom is 4.92 eV/Å. The gap between HOMO and LUMO comes out at 10.2960 eV.

# 4
Density functional theory data (ωB97M-V with the def2-TZVPD basis set) for a cluster of 7 separate species, C4H22N2O6 in total in a non-equilibrium geometry.

Each line ends with the natural charge from an NBO analysis.
Element x y z (Å)
1 C 2.6851 -0.4194 0.6210  -0.6587
2 C 1.9838 -1.4924 1.4485  -0.4792
3 C 0.5094 -1.4669 1.4021  0.2032
4 N -0.1975 -2.5824 1.9741  -0.8287
5 C -0.2677 -0.4222 0.9110  -0.2050
6 N -1.7186 -0.3671 1.0831  -0.9081
7 H 2.0429 0.3073 -0.0592  0.2671
8 H 3.6239 -0.8047 0.0488  0.2087
9 H 3.2304 0.3283 1.1918  0.2156
10 H 2.1780 -1.3581 2.5239  0.2097
11 H 2.5101 -2.4052 1.2650  0.2305
12 H -1.1781 -2.3253 2.1380  0.3970
13 H 0.3326 -2.7982 2.9410  0.3608
14 H 0.0922 0.4452 0.3201  0.1928
15 H -2.2813 -0.1602 0.2404  0.3855
16 H -1.8654 0.1303 1.9285  0.3808
17 O -0.7717 2.5083 1.8998  -0.9638
18 H -0.2206 3.1489 2.3635  0.4736
19 H -0.2336 1.6589 1.9078  0.4860
20 O -2.2173 -0.0725 -2.1477  -1.0094
21 H -2.9582 0.2111 -2.7487  0.5156
22 H -2.0527 -1.0147 -2.0108  0.5267
23 O 0.1652 0.8953 -2.6270  -0.9870
24 H -0.6685 0.5087 -2.2714  0.5015
25 H 0.0030 1.6345 -3.0265  0.4506
26 O -2.7340 2.1916 -1.0285  -0.9712
27 H -2.3405 2.8045 -0.3352  0.4842
28 H -2.4098 1.3236 -0.8752  0.4759
29 O 2.2452 2.1012 -0.6797  -0.9397
30 H 2.1369 1.7469 -1.5361  0.4885
31 H 1.4328 2.5239 -0.4325  0.4754
32 O -0.6800 -2.1721 -2.2305  -0.9876
33 H -0.4482 -2.4680 -1.3391  0.5017
34 H 0.0723 -2.1391 -2.8603  0.5071

Cartesian forces (eV/Å) of the 2 atoms listed first:
1.176 1.581 -1.986
0.715 1.179 0.625

The calculation puts the highest occupied orbital energy at -0.3020 hartree. The calculation puts the relative energy (zero: lowest compared OMol25 entry of this formula, charge and spin) at 273.2 kJ/mol. The calculation puts the LUMO energy at 0.42 eV. The strongest force on any atom is 8.26 eV/Å. The gap between HOMO and LUMO comes out at 8.6348 eV.